Record 1
Computed, not measured: a molecular structure, C70H54N4O8P2RuS2 in a non-equilibrium geometry, with ωB97M-V/def2-TZVPD.

XYZ file:
```
141
Properties=species:S:1:pos:R:3
Ru 1.04639 0.03322 0.62646
C 2.51658 -2.30236 -2.29021
C 2.43827 -2.10471 -0.80775
N 1.17374 -1.82227 -0.26396
N 0.80975 -2.92246 0.65357
C -0.40128 -2.64211 1.56035
S -0.16819 -1.05797 2.34640
S -0.40142 -4.01295 2.81524
C 1.06419 -3.66880 3.86315
C 0.91078 -2.55977 4.87368
C 1.96137 -1.67731 5.08703
C 1.83163 -0.64088 5.99890
C 0.65456 -0.48666 6.71436
C -0.38525 -1.38684 6.52880
C -0.25821 -2.41929 5.61418
C 3.57946 -2.21402 0.03235
C 4.73720 -2.91365 -0.37591
C 5.87411 -2.95709 0.39542
C 5.90834 -2.26929 1.61129
C 4.81187 -1.55077 2.03654
C 3.61681 -1.51052 1.29121
O 2.59453 -0.85796 1.77943
H 1.51579 -2.30521 -2.71587
H 3.09918 -1.50194 -2.75598
H 2.99450 -3.25586 -2.53856
H 1.20761 -4.62924 4.36375
H 1.94495 -3.50323 3.23657
H 2.87569 -1.78846 4.51774
H 2.64465 0.06195 6.12965
H 0.54421 0.34041 7.40367
H -1.30880 -1.27251 7.08222
H -1.07983 -3.10369 5.44310
H 4.70876 -3.46094 -1.31042
H 6.73837 -3.51718 0.06135
H 6.79878 -2.30079 2.22714
H 4.83835 -0.98957 2.96233
C -6.27651 0.80788 -1.92613
C -5.16542 0.35862 -2.89387
C -5.69479 0.36535 -4.33816
C -4.71643 -1.04903 -2.54817
C -5.51702 -2.16849 -2.76484
C -5.06153 -3.45000 -2.50522
C -3.76649 -3.65870 -2.04852
C -2.95201 -2.56765 -1.79434
P -1.25563 -2.37604 -1.13608
C -1.77360 -2.73543 0.79366
C -2.71622 -1.63955 1.12482
C -4.01388 -1.86251 1.46414
C -4.54190 -3.16325 1.54525
C -3.71217 -4.24669 1.23739
C -2.40238 -4.07226 0.89298
C -0.39068 -3.98183 -1.20042
C 0.59731 -4.10998 -0.20329
C 1.35999 -5.24955 -0.06923
C 1.14346 -6.30395 -0.94500
C 0.19975 -6.18923 -1.95704
C -0.55502 -5.03169 -2.09239
C -3.46795 -1.27341 -1.99849
O -2.63132 -0.25835 -1.59659
C -2.83787 1.01228 -2.04837
C -1.81067 1.94440 -1.83413
C -1.92447 3.17053 -2.48712
C -3.04044 3.49317 -3.23106
C -4.08458 2.59393 -3.33026
C -3.99714 1.33361 -2.76269
P -0.17639 1.65363 -0.94217
C 0.22543 3.37570 -0.43933
C -0.77383 4.27677 -0.06835
C -0.44935 5.55968 0.33967
C 0.87792 5.95548 0.40197
C 1.87883 5.05878 0.05868
C 1.55756 3.77672 -0.35834
C 0.68459 1.55627 -2.58642
C 0.65214 0.29732 -3.18278
C 1.19990 0.08747 -4.43625
C 1.78174 1.14648 -5.11963
C 1.77911 2.41176 -4.55417
C 1.23721 2.61781 -3.29236
H -7.14583 0.15114 -2.00336
H -6.58434 1.82926 -2.15500
H -5.91160 0.78493 -0.89847
H -6.45713 -0.40164 -4.46923
H -4.88249 0.16793 -5.03873
H -6.14615 1.32472 -4.58929
H -6.52468 -2.03745 -3.13970
H -5.72170 -4.29394 -2.66429
H -3.40468 -4.66285 -1.87702
H -2.35009 -0.62486 1.04968
H -4.64617 -1.01249 1.69072
H -5.56921 -3.32191 1.84337
H -4.10643 -5.25541 1.28779
H -1.80513 -4.94555 0.67262
H 1.59901 -3.07305 1.29402
H 2.12024 -5.31693 0.70039
H 1.72167 -7.21291 -0.84755
H 0.05444 -7.01045 -2.64740
H -1.27735 -4.93985 -2.89347
H -1.12784 3.89204 -2.40965
H -3.09364 4.44805 -3.73710
H -4.97285 2.87756 -3.87909
H -1.80910 3.96860 -0.07418
H -1.23696 6.24095 0.63608
H 1.13285 6.95359 0.73479
H 2.91770 5.35644 0.12900
H 2.34020 3.06678 -0.59177
H 0.19355 -0.51864 -2.63120
H 1.17731 -0.89941 -4.88361
H 2.23842 0.98696 -6.08871
H 2.20730 3.24475 -5.09859
H 1.26183 3.61196 -2.86364
C 2.53294 0.67780 -0.52545
C 3.51756 0.94494 -1.18305
C 4.64776 1.27268 -1.98946
C 5.52366 0.26346 -2.40529
C 6.60876 0.56755 -3.20958
C 6.84221 1.87807 -3.60401
C 5.98817 2.88705 -3.17887
C 4.89873 2.59145 -2.37786
H 5.34295 -0.75316 -2.07916
H 7.28103 -0.22003 -3.52758
H 7.68821 2.11624 -4.23637
H 6.18492 3.91177 -3.46941
H 4.22846 3.37624 -2.05187
O -1.23831 1.52419 1.37271
C -0.31645 2.00745 2.08225
O 0.91077 1.68654 1.93276
C -0.63998 3.04824 3.10074
C 0.38056 3.60361 3.86428
C 0.06752 4.68463 4.71765
C -1.20912 5.20673 4.77773
C -2.21446 4.64152 3.99807
C -1.93872 3.52794 3.17035
N -3.49199 5.22433 3.98355
O -3.74711 6.16202 4.77718
O -4.33366 4.77186 3.17042
N 1.09797 5.28520 5.51141
O 0.81033 6.20904 6.26874
O 2.23883 4.84914 5.40283
H 1.39322 3.24083 3.79697
H -1.42881 6.05451 5.40744
H -2.72391 3.08451 2.58096
```

Output
Gap between HOMO and LUMO (spin up / spin down) (eV): 3.471 / 5.785
Charge: -1
E_HOMO (spin up / spin down) (eV): -2.17 / -5.86
LUMO level (spin up / spin down) (eV): 1.298 / -0.076
Largest force on an atom (eV Å⁻¹): 2.0
Spin multiplicity: 6
⟨S²⟩: 8.8676

Record 2
Computed, not measured: 2 unconnected molecules or ions with the total composition CH9N4 in a non-equilibrium geometry, with ωB97M-V/def2-TZVPD.

XYZ file:
```
14
Properties=species:S:1:pos:R:3
C 0.96055 -0.64791 0.00860
N -0.01792 -1.72393 -0.58423
N -0.97222 2.31991 0.06855
N 0.64660 0.64482 -0.25294
N -0.70008 1.04592 0.20241
H 0.77812 -0.79214 1.12333
H 1.95069 -0.94101 -0.24406
H 0.56710 -2.56967 -0.57067
H -0.47462 -1.18169 -1.35749
H -0.41753 2.93997 0.59452
H -1.95930 2.60495 0.00625
H 1.23757 1.29887 -0.59293
H -0.91052 0.30958 1.65451
H -0.74071 -2.06144 0.06259
```

Output
Gap between HOMO and LUMO (eV): 8.690
Energy relative to the best compared isomer or geometry (same formula, charge and spin) (kcal per mole): 170.4
Charge: +1
E_HOMO (eV): -12.28
LUMO level (eV): -3.591
Largest force on an atom (eV Å⁻¹): 4.7

Record 3
Computed, not measured: a molecular structure, C13H34CaN2O9S in a non-equilibrium geometry, with ωB97M-V/def2-TZVPD.

XYZ file:
```
60
Properties=species:S:1:pos:R:3
Ca 34.85553 0.11041 28.56765
S 36.85926 -1.81067 27.67053
O 37.23581 -3.02371 28.37148
O 37.03249 -0.62642 28.59893
O 37.53655 -1.61324 26.39467
O 35.35042 -1.76763 27.39557
C 32.91882 -2.26135 30.71024
O 33.70080 -1.70926 29.66412
H 33.20043 -3.29631 30.90407
H 33.07730 -1.69312 31.62758
H 31.84930 -2.21539 30.47682
H 33.93965 -2.43387 29.06633
C 31.82786 -1.52294 27.06630
O 32.64610 -0.39124 26.91363
C 32.82302 -0.00477 25.56997
C 33.45738 1.37416 25.56549
N 34.66456 1.35963 26.41493
C 35.29552 2.70046 26.50693
C 36.65822 2.58952 27.15778
O 36.60750 2.11790 28.48443
C 37.89705 2.18767 29.07283
H 32.33594 -2.43095 26.72621
H 30.90096 -1.40948 26.48750
H 31.58508 -1.60641 28.12302
H 31.82733 0.07383 25.10159
H 33.38020 -0.73361 24.97220
H 32.73793 2.10702 25.92208
H 33.75124 1.62179 24.53613
H 35.38384 0.87340 25.87033
H 34.63379 3.41536 27.00377
H 35.51339 3.10514 25.50601
H 37.14620 3.56815 27.07157
H 37.23821 1.86761 26.55850
H 38.29273 3.20854 29.01139
H 38.58439 1.51429 28.55236
H 37.83956 1.87172 30.11036
C 32.00752 2.40866 28.64096
O 33.18551 1.82862 29.15026
C 33.81947 2.61952 30.17316
C 34.18086 1.66696 31.31055
N 35.26861 0.81895 30.82920
C 35.79371 -0.12685 31.82374
C 36.43410 0.50848 33.01768
O 37.44818 1.38870 32.55209
C 37.93605 2.22798 33.55313
H 31.56311 1.68893 27.95625
H 32.22779 3.33878 28.10718
H 31.29021 2.58687 29.44891
H 33.21820 3.47701 30.47397
H 34.75224 3.00516 29.74686
H 33.29458 1.07942 31.55679
H 34.46027 2.26811 32.18668
H 36.05596 1.42692 30.61998
H 36.49347 -0.78217 31.29289
H 35.00123 -0.82634 32.10566
H 36.86139 -0.25299 33.68300
H 35.71451 1.07174 33.63012
H 37.19878 2.97958 33.86976
H 38.82475 2.73013 33.17805
H 38.22337 1.66973 34.45946
```

Output
Gap between HOMO and LUMO (eV): 7.356
E_HOMO (eV): -7.26
LUMO level (eV): 0.093
Largest force on an atom (eV Å⁻¹): 1.5

Record 4
Computed, not measured: a gas-phase ion, C8H12N2P (charge +1) in a non-equilibrium geometry, with ωB97M-V/def2-TZVPD.

XYZ file:
```
23
Properties=species:S:1:pos:R:3
C 3.71694 -0.71446 -1.55384
C 3.17958 0.07217 -0.52662
C 2.68132 -1.39978 -2.16245
C 1.85915 -0.12086 -0.50421
C 0.94059 0.55475 0.41901
C -3.13406 -0.26942 0.82796
C -2.54611 1.11306 0.91199
C -1.21577 1.13915 1.53498
N 1.45936 -1.02785 -1.56050
N -0.28582 0.34480 0.66375
P -0.06399 -1.51394 -2.10164
H 4.73959 -0.89692 -1.73596
H 3.60421 0.65000 0.27590
H 2.68467 -2.18981 -2.84654
H 1.50744 1.08871 1.20033
H -3.53993 -0.58406 1.84890
H -4.10356 0.02206 0.35636
H -2.76347 -1.24237 0.26955
H -3.34204 1.59126 1.49816
H -2.48455 1.52660 -0.10253
H -0.92587 2.08106 1.84171
H -1.32270 0.58236 2.52338
H -0.64497 -0.80652 -1.07771
```

Output
Gap between HOMO and LUMO (spin up / spin down) (eV): 5.733 / 5.734
Energy relative to the best compared isomer or geometry (same formula, charge and spin) (kcal per mole): 48.4
Charge: +1
E_HOMO (spin up / spin down) (eV): -12.90 / -12.90
LUMO level (spin up / spin down) (eV): -7.171 / -7.170
Largest force on an atom (eV Å⁻¹): 3.9